Entry 1:
This record from the OMol25 dataset describes the molecule C6H9ClSi in a non-equilibrium geometry. The level of theory is the ωB97M-V functional and the def2-TZVPD basis.

```
! RIJCOSX wB97M-V def2-TZVPD def2/J DEFGRID3
* xyz 0 1
Cl -1.2465 -2.0677 -1.2683
Si -0.3405 -0.5012 -0.3319
C 0.4823 -1.2372 1.4305
C 1.4518 1.3442 -1.5892
C -2.9053 0.6331 0.1422
C -1.6001 0.8411 0.0584
C 1.1236 0.0822 -1.3629
C 1.7724 -1.1627 1.6942
H 2.1936 -1.5435 2.6140
H -0.2012 -1.6692 2.1427
H -3.3320 -0.3420 -0.0344
H -1.2168 1.8363 0.2497
H 1.7675 -0.6962 -1.7622
H 2.4753 -0.7238 1.0059
H 2.3297 1.6253 -2.1509
H 0.8553 2.1643 -1.2222
H -3.6090 1.4169 0.3843
*
```

Properties
E ... -983.69071 Ha
LUMO ... 0.87 eV
Relative energy (zero: lowest compared OMol25 entry of this formula, charge and spin) ... 8.37 kcal/mol
HOMO ... -9.870 eV
Orbital gap ... 10.74 eV
SMILES string ... C=C[Si](Cl)(C=C)C=C

Atomic partial charges in e from the natural (NBO) method, atoms 1 to 4: -0.372, 1.470, -0.545, -0.329

***

Entry 2:
This record from the OMol25 dataset describes a structure of composition C6H9CrO4 in a non-equilibrium geometry. The level of theory is the ωB97M-V functional and the def2-TZVPD basis.

```
! RIJCOSX wB97M-V def2-TZVPD def2/J DEFGRID3
* xyz 1 5
Cr 2.0410 3.7549 2.4611
O 0.3196 1.0284 2.4640
O 2.0638 6.2835 0.3327
O 3.2123 4.6073 1.1120
O 1.3419 2.5199 3.7845
C 1.6478 1.7250 0.6029
C 0.5214 1.7848 1.3059
C 2.1194 5.2424 1.1286
C 0.8612 7.0700 0.3278
C 0.5697 1.5813 3.6242
C 1.0718 8.3702 1.0697
H 0.0529 6.4744 0.7727
H 0.1872 0.9851 4.4617
H -0.3566 2.3693 1.0238
H 1.2926 8.1850 2.1299
H 0.1589 8.9777 1.0057
H 0.6248 7.2479 -0.7288
H 1.7086 2.2905 -0.3273
H 1.8994 8.9426 0.6291
H 2.4781 1.0810 0.8971
*
```

Properties
E ... -1579.14967 Ha
LUMO (spin up / spin down) ... -4.68 / -4.20 eV
Relative energy (zero: lowest compared OMol25 entry of this formula, charge and spin) ... 0.00 kcal/mol
HOMO (spin up / spin down) ... -12.938 / -13.917 eV
Orbital gap (spin up / spin down) ... 8.26 / 9.72 eV

Atomic partial charges in e from the natural (NBO) method, atoms 1 to 4: 1.140, -0.440, -0.459, -0.621

***

Please write out number 2 again, unchanged.
This record from the OMol25 dataset describes a structure of composition C6H9CrO4 in a non-equilibrium geometry. The level of theory is the ωB97M-V functional and the def2-TZVPD basis.

```
! RIJCOSX wB97M-V def2-TZVPD def2/J DEFGRID3
* xyz 1 5
Cr 2.0410 3.7549 2.4611
O 0.3196 1.0284 2.4640
O 2.0638 6.2835 0.3327
O 3.2123 4.6073 1.1120
O 1.3419 2.5199 3.7845
C 1.6478 1.7250 0.6029
C 0.5214 1.7848 1.3059
C 2.1194 5.2424 1.1286
C 0.8612 7.0700 0.3278
C 0.5697 1.5813 3.6242
C 1.0718 8.3702 1.0697
H 0.0529 6.4744 0.7727
H 0.1872 0.9851 4.4617
H -0.3566 2.3693 1.0238
H 1.2926 8.1850 2.1299
H 0.1589 8.9777 1.0057
H 0.6248 7.2479 -0.7288
H 1.7086 2.2905 -0.3273
H 1.8994 8.9426 0.6291
H 2.4781 1.0810 0.8971
*
```

Properties
E ... -1579.14967 Ha
LUMO (spin up / spin down) ... -4.68 / -4.20 eV
Relative energy (zero: lowest compared OMol25 entry of this formula, charge and spin) ... 0.00 kcal/mol
HOMO (spin up / spin down) ... -12.938 / -13.917 eV
Orbital gap (spin up / spin down) ... 8.26 / 9.72 eV

Atomic partial charges in e from the natural (NBO) method, atoms 1 to 4: 1.140, -0.440, -0.459, -0.621

***

Which of these has the highest E? C6H9ClSi

***

The lowest E belongs to which entry? C6H9CrO4

***

Which value of E does entry 1 give? -983.69071 Ha